# 1
ORCA calculation (wB97M-V/def2-TZVPD) on a 2-piece molecular cluster, C16H30BBrF4NO7P overall.

Positions of all 61 atoms, in Å:
F1 0.5429 -2.1625 2.0838
H1 -0.8449 4.4873 -0.4473
H2 -0.6224 2.5967 -2.7094
H3 0.8179 0.9620 3.6367
H4 3.4455 -2.5524 1.5749
C1 3.6711 -2.0479 0.6394
C2 4.1720 -3.1079 -0.3494
H5 -5.2722 -0.2059 -1.1488
C3 1.0742 0.0579 -1.2356
C4 1.8741 -5.1021 1.4023
O1 0.0857 0.7543 0.8099
C5 -6.4116 1.6163 -1.4302
C6 2.9965 -4.0079 -0.7488
H6 -4.4451 3.2694 -3.4252
C7 -1.0537 2.8052 -1.7235
H7 4.4904 -1.3565 0.8683
F2 -1.0328 -1.7070 3.6916
N1 1.2631 0.8830 0.0866
O2 3.9364 0.6385 2.9001
C8 -0.1782 3.7878 -0.9437
H8 3.2973 -4.7600 -1.4803
F3 0.9523 -2.7080 4.2791
C9 1.5904 2.3477 -0.2585
H9 2.7160 -1.3793 3.8207
H10 -3.4911 1.9168 -0.8465
O3 2.0603 -1.0777 3.1745
H11 -5.0002 3.6860 -1.7970
H12 -7.4135 1.4304 -1.8152
H13 3.1431 -0.4520 -1.7372
H14 -6.8338 -0.2143 -0.3608
H15 1.9031 -1.6682 -1.9579
P1 2.5446 0.2923 2.5769
H16 2.1886 -3.4480 -1.2087
O4 1.4817 1.3857 3.0684
H17 1.1297 -5.2982 2.1456
H18 -1.1076 1.8850 -1.1346
H19 -5.5430 0.7024 0.3654
H20 -6.4709 2.5061 -0.7990
H21 1.8322 2.4216 -1.3176
H22 0.4931 4.3679 -1.5775
C10 2.4079 0.1764 0.7562
O5 -2.3509 3.3322 -1.8504
H23 1.5759 -1.7765 0.6110
F4 -0.6087 -3.8891 3.0808
H24 2.4813 2.6054 0.3149
H25 0.8924 0.6702 -2.1087
H26 0.1153 1.4529 1.4888
H27 4.8935 -3.7140 0.1994
B1 -0.0508 -2.6230 3.3005
Br1 -0.5496 -1.0167 -1.2130
O6 -5.5801 1.8385 -2.5585
C11 -4.6310 2.8724 -2.4283
O7 0.5531 3.1567 0.1185
H28 -3.0223 1.5034 -2.5184
C12 2.4372 -1.2470 0.1894
H29 4.7245 -2.6918 -1.1931
C13 -5.9722 0.4115 -0.5913
H30 3.3457 0.6148 0.4043
C14 2.4447 -4.6308 0.4604
C15 2.2575 -0.9022 -1.2791
C16 -3.3447 2.3117 -1.8552

Atoms 1-6, force components in eV/Å:
F -1.50 -0.83 -0.67
H 0.01 0.03 0.06
H -0.09 -0.15 -0.08
H -0.07 0.03 0.09
H -0.24 0.03 0.02
C 0.77 0.65 -0.33

energy: -123780.4842 eV
multiplicity: 1
M: 546.10 g mol⁻¹
E_HOMO: -9.5 eV
largest force on an atom: 0.053 hartree/bohr


# 2
ORCA calculation (wB97M-V/def2-TZVPD) on C16H30BaN6S as an isolated structure.

Positions of all 54 atoms, in Å:
N1 1.6722 1.8347 1.1017
H1 -1.9123 2.6888 0.7618
H2 2.8388 3.3565 0.2002
C1 2.7062 2.2712 0.1349
N2 -0.7666 0.6581 -2.4376
C2 -3.0783 -4.2191 0.3730
H3 3.6677 1.8371 0.4261
C3 -0.8007 0.3251 4.3396
H4 -2.2800 0.1517 2.1978
C4 2.2603 1.1105 2.2478
H5 -1.5426 0.2645 5.1512
H6 -4.3477 -4.8378 2.0032
H7 -1.4611 2.7619 -0.7983
H8 1.5096 3.7736 1.9594
H9 -0.4525 4.4964 0.8644
C5 -2.2195 -3.2245 -0.0951
H10 -1.4430 -2.1866 4.9530
H11 1.4291 2.2334 -1.6117
H12 -0.9768 1.2597 3.8027
H13 1.5008 1.0586 3.0319
H14 3.1123 1.6589 2.6699
H15 0.5024 3.7882 -0.4073
C6 -3.6726 -4.0795 1.6225
N3 2.5174 0.4464 -1.5324
C7 2.4305 1.9095 -1.3152
Ba1 -0.1104 -0.1626 -0.2919
C8 -3.3877 -2.9466 2.3764
H16 1.7727 -2.1200 1.5448
C9 -1.8994 -2.0514 0.6136
H17 -3.2883 -5.0964 -0.2326
H18 3.4819 0.1447 -1.4759
H19 0.8058 -1.0740 2.3495
H20 0.2960 -2.0257 4.6271
C10 -0.6605 1.6490 -3.0691
H21 0.1916 0.3683 4.7949
N4 1.5088 -1.1426 1.5992
C11 0.8643 2.9757 1.5648
H22 2.2122 0.2371 -2.4796
H23 -1.7917 -3.3810 -1.0904
H24 3.3475 -0.3015 1.0454
C12 -0.0555 3.5488 0.4989
C13 -2.2308 -0.7797 2.7758
H25 -3.0074 -0.6985 3.5537
C14 -0.6918 -2.0458 4.1590
S1 -0.4550 3.0696 -3.8538
N5 -0.9028 -0.8019 3.4263
H26 -0.7512 -2.9001 3.4857
C15 -2.5228 -1.9673 1.8796
H27 3.1274 2.4631 -1.9457
N6 -1.1186 2.5863 0.1422
H28 -3.8474 -2.8265 3.3567
C16 2.6890 -0.3084 1.9156
H29 0.2464 2.6294 2.3958
H30 3.2758 -0.6931 2.7538

Atoms 1-6, force components in eV/Å:
N 0.13 -0.02 0.07
H -0.04 0.01 0.07
H -0.01 0.05 0.02
C -0.07 -0.10 0.18
N -0.46 0.97 -2.36
C -0.01 0.09 0.14

energy: -37549.1122 eV
multiplicity: 1
M: 475.85 g mol⁻¹
E_HOMO: -7.0 eV
energy above the lowest of the compared OMol25 structures with the same formula, charge and spin: 17.1 kcal/mol
largest force on an atom: 0.050 hartree/bohr


# 3
ORCA calculation (wB97M-V/def2-TZVPD) on a 4-piece molecular cluster, C16H30BrIO4PS4 overall.

Positions of all 57 atoms, in Å:
H1 -1.3497 -1.6904 -0.3739
H2 -5.4628 0.6810 -2.5704
H3 -3.4159 2.6434 -6.2460
C1 5.7435 2.1617 4.2625
H4 3.7847 1.9264 2.9952
C2 2.1115 1.9591 5.3680
H5 -5.0844 -3.1718 -2.8673
H6 7.6664 0.1248 3.8180
C3 1.8780 0.5624 4.5079
H7 -0.5994 -1.2341 -1.9348
H8 2.0516 -1.5566 5.3307
C4 -3.2577 1.5868 -6.0168
C5 4.8728 1.4958 3.0007
C6 1.1813 3.2548 4.8779
S1 -4.0102 -1.0673 -3.3180
O1 -2.7345 -0.4516 -2.8244
H9 3.5595 -0.5289 5.8024
H10 -0.5342 4.0352 3.2375
H11 -3.9710 -2.7023 -1.5452
H12 -0.4536 -0.1561 -0.5230
H13 2.7381 -1.5267 2.6865
H14 0.7489 -0.6289 2.6899
H15 -3.3230 -3.3464 -3.0763
C7 0.8173 0.4130 3.2623
H16 5.3934 1.9176 2.0128
C8 -4.1111 -2.7366 -2.6284
H17 0.4413 -3.6055 -2.0643
H18 -4.6322 2.1939 -8.4018
O2 -5.9108 1.2460 -6.0149
O3 5.7343 1.6750 5.5130
I1 6.9353 3.9640 3.7776
C9 -5.3628 -0.3806 -2.3323
H19 2.9090 2.0079 6.2272
S2 6.8274 -0.9999 3.8675
S3 1.0399 -2.0183 -0.3589
Br1 5.1346 -0.9135 0.6460
C10 -0.4968 -1.1983 -0.8478
H20 -3.6037 0.7646 -8.7295
H21 3.8860 -2.4447 3.8717
H22 -2.3500 1.2282 -6.5077
P1 5.0035 -0.4068 2.9009
H23 -3.1576 1.4616 -4.9361
C11 0.5803 -3.6534 -0.9817
H24 -0.3402 -3.9914 -0.4996
H25 -5.1440 -0.4940 -1.2677
H26 1.3875 -4.3528 -0.7517
H27 -6.2934 -0.8959 -2.5810
H28 1.3164 4.2754 5.4536
H29 -5.3765 0.6422 -8.8679
C12 -4.5556 1.1072 -8.3169
S4 -4.6742 0.6130 -6.5807
C13 -0.1228 1.7017 2.7616
O4 1.0542 -2.0938 1.1391
C14 3.4896 -1.3605 3.5685
H30 -0.8737 1.5906 1.8522
C15 2.8092 -0.7300 4.9206
C16 0.1059 3.1037 3.6129

Atoms 1-6, force components in eV/Å:
H 0.15 -0.02 -0.03
H 0.07 -0.18 -0.11
H -0.09 -0.11 -0.03
C -0.85 -2.95 6.07
H 1.78 -1.13 0.33
C -3.56 -0.20 -4.29

energy: -156022.9850 eV
multiplicity: 1
M: 652.46 g mol⁻¹
E_HOMO: -10.2 eV
largest force on an atom: 0.176 hartree/bohr
total charge: +1


# 4
ORCA calculation (wB97M-V/def2-TZVPD) on C16H30CoF12N4O12S4 as an isolated structure.

Positions of all 79 atoms, in Å:
C1 3.0829 -2.1352 2.7034
F1 5.0128 1.8336 2.0530
H1 1.8952 -0.2395 -3.6538
H2 0.5232 -3.6440 2.4769
H3 -0.4436 2.3325 0.1578
F2 -4.2360 -0.0642 -4.4603
H4 0.5089 -3.3310 0.4049
H5 -1.4163 -0.8520 3.4194
H6 -4.3700 3.7781 1.7072
O1 2.0338 2.6207 0.0031
H7 -3.6369 3.8186 3.2636
N1 1.8427 1.0230 1.8912
C2 -2.6507 2.5237 0.5303
F3 -0.3249 0.6752 -5.4182
H8 -1.0661 1.1789 2.3109
C3 -3.9496 -1.1266 -3.7153
H9 2.4012 -0.3495 -1.3602
O2 -3.7527 0.3258 -1.5052
H10 -1.1234 -3.3970 3.2879
H11 -0.3059 -1.7193 -1.0582
C4 -0.1802 -2.9770 2.9802
C5 1.3620 -0.5116 -1.6209
H12 0.3414 -1.1574 -3.4619
C6 1.9278 -2.9239 -4.2825
S1 -1.3982 1.7159 -3.2754
H13 -2.3771 -0.7832 0.4953
F4 4.4457 0.6267 0.3131
C7 2.5223 -2.6629 0.3226
F5 -2.3738 1.4762 -5.5866
O3 -2.5139 2.6055 -3.0851
O4 -0.1760 2.0362 -2.7087
H14 1.4097 -3.4432 -1.2830
O5 2.2027 -2.1988 -3.0833
C8 -1.3510 1.6712 0.2968
H15 2.1192 -2.3739 -5.2122
O6 -2.4436 -1.8179 -1.7538
S2 2.5870 2.3332 1.2504
O7 -0.5865 -2.0093 1.9948
F6 4.9674 2.6936 0.0736
O8 2.2362 -1.9231 1.5207
H16 0.8531 -3.3206 -4.3416
N2 0.6524 -1.4955 -0.6976
C9 4.4061 1.8343 0.8782
O9 2.8313 0.7100 4.3100
H17 -3.0665 0.0781 1.8982
H18 2.9002 -3.6361 0.6700
H19 -3.5528 2.0350 0.3422
C10 -3.3883 3.9393 2.1724
H20 -3.0766 4.9341 1.9036
H21 0.8341 0.4529 -1.5914
H22 3.2815 -2.1991 -0.3043
H23 -1.4340 1.0990 -0.6308
N3 -1.0999 0.7083 1.3817
F7 -5.1098 -1.7211 -3.3267
F8 -3.2749 -1.9566 -4.4868
H24 -2.4946 -2.1235 2.6793
Co1 0.6371 -0.4450 1.1989
F9 1.6339 3.3123 4.6187
O10 -2.4449 2.9293 1.8459
O11 0.6266 -0.0813 3.5059
F10 -0.7296 2.8814 -5.4576
H25 2.4565 -1.8621 3.4972
C11 -2.1809 -0.3168 1.4934
F11 0.0934 3.1531 3.0830
N4 -1.6908 0.1596 -2.9566
H26 3.9163 -1.4617 2.7615
C12 0.7192 2.5167 4.0282
S3 1.6336 0.9242 3.4714
S4 -2.9491 -0.5703 -2.3229
C13 -1.1603 1.6917 -5.0256
H27 2.6694 -3.7062 -4.1820
C14 1.2088 -2.8715 -0.3803
C15 -1.7423 -1.3568 2.4944
F12 -0.1642 2.0867 4.9758
H28 -2.5601 3.3248 -0.1399
H29 0.3808 -2.5067 3.8536
C16 1.3594 -0.9790 -3.0424
H30 3.4674 -3.1503 2.6452
O12 2.8129 3.3610 2.2451

Atoms 1-6, force components in eV/Å:
C -0.03 -0.02 -2.30
F 0.53 -0.38 -0.06
H -0.41 0.05 -0.05
H -0.42 -0.25 0.25
H -1.11 -0.56 0.41
F -0.48 0.20 0.09

energy: -161182.8749 eV
multiplicity: 4
M: 885.61 g mol⁻¹
E_HOMO (spin up / spin down): -9.9 / -10.0 eV
largest force on an atom: 0.094 hartree/bohr